Here is 2 unconnected molecules or ions with the total composition C5H11O2 at a distorted geometry from the OMol25 dataset. Energies are from ωB97M-V/def2-TZVPD.

Values from the calculation:
**Kohn-Sham gap**: 6.975 eV
**ΔE to the lowest compared entry with this formula, charge and spin**: 30.0 kcal per mole
**Total charge**: -1
**Calculated total energy**: -347.60190 a.u.
**Maximum force**: 5.93 eV/A

Last column: Löwdin charge in e.
Cartesian coordinates (Å):
C  1.016  1.240  -1.331  -0.175
C  0.043  2.039  -0.339  -0.147
C  2.628  1.183  -0.731  -0.741
O  2.893  0.002  -0.310  -0.147
O  3.131  2.268  -0.762  -0.041
H  0.663  0.185  -1.356  0.057
H  1.083  1.682  -2.375  0.077
H  0.231  1.633  0.614  0.031
H  -0.943  2.024  -0.767  0.029
H  0.319  3.119  -0.159  0.066
C  -2.070  -1.513  0.893  -0.181
C  -0.728  -2.328  1.065  -0.175
H  -2.975  -1.905  1.475  0.071
H  -1.732  -0.463  0.923  0.044
H  -2.354  -1.591  -0.209  0.062
H  -0.572  -2.513  2.134  0.045
H  -0.789  -3.306  0.494  0.067
H  0.154  -1.755  0.742  0.058

Forces on atoms 1 to 6 (eV/Å):
C 0.9395 0.3888 0.5353
C 2.3478 1.1116 -2.0692
C -4.5659 -3.7740 -0.1678
O 0.6310 2.0835 -0.4634
O 2.2916 1.9654 0.3019
H 0.1156 0.6726 -0.2348